Formula: C15H18BrClF2Ga
Source: the OMol25 dataset
Level of theory: wB97M-V/def2-TZVPD

The HOMO-LUMO gap is 8.21 eV. The total charge is -1. As for the HOMO energy: -5.3 eV.

Each line ends with the Löwdin charge.
Atoms and positions in Å:
Cl: 5.72738 -2.02363 -2.69016  0.47
C: 4.01583 -1.46790 -2.83514  -0.62
C: 3.65497 -0.41476 -1.80658  -0.39
C: 2.17818 -0.03690 -1.95913  -0.36
Ga: 0.80795 -1.49229 -1.70052  0.04
Br: -0.52715 -1.44287 -3.78735  -0.07
H: 3.38741 -2.34921 -2.72820  0.03
H: 3.91146 -1.08696 -3.84997  0.07
H: 3.86974 -0.80554 -0.80782  0.09
H: 4.31657 0.44699 -1.96428  0.09
H: 2.02399 0.40888 -2.94787  0.03
H: 1.92657 0.73838 -1.22621  0.03
H: 1.37323 -2.98039 -1.58745  -0.10
H: -0.28000 -1.13011 -0.59474  -0.10
F: -3.61842 2.48626 1.13320  0.03
C: -3.81578 1.28607 0.52749  -0.30
C: -2.87624 0.83580 -0.37562  -0.01
C: -3.08768 -0.39369 -0.98663  -0.09
C: -4.22014 -1.13763 -0.67978  -0.09
C: -5.14559 -0.65567 0.23527  -0.10
C: -4.95246 0.57352 0.85389  -0.04
H: -1.99275 1.42361 -0.58398  0.12
H: -2.35350 -0.76881 -1.68824  0.01
H: -4.37142 -2.09763 -1.15542  0.10
H: -6.02703 -1.23729 0.47678  0.10
H: -5.65364 0.97737 1.57122  0.11
F: 2.01403 -1.03352 1.24076  0.04
C: 1.49659 -0.00469 1.93358  -0.29
C: 2.35180 0.95984 2.42997  -0.02
C: 1.80231 2.02184 3.13574  -0.10
C: 0.42987 2.10966 3.32347  -0.11
C: -0.40195 1.12882 2.79719  -0.08
C: 0.12495 0.05599 2.09368  -0.02
H: 3.41467 0.87046 2.25169  0.12
H: 2.45527 2.78932 3.53262  0.10
H: 0.00802 2.94558 3.86586  0.09
H: -1.47527 1.20469 2.91873  0.10
H: -0.49177 -0.70363 1.63400  0.09